4 unconnected molecules or ions with the total composition C16H37F2N2O8S in a non-equilibrium geometry, computed with wB97M-V/def2-TZVPD.

Each line ends with the Mulliken charge.
Geometry (Å):
C1 6.36325 -1.50744 -0.69566  -1.05
N1 5.23935 -2.47266 -0.83757  -0.18
C2 4.90940 -3.01163 0.44138  -0.69
S1 3.16670 -3.62570 0.50843  0.08
N2 2.09963 -2.63060 -0.36238  0.35
C3 2.40030 -1.22392 -0.30303  0.48
O1 2.92534 -0.57851 -1.13195  -0.41
F1 1.97105 -0.72602 0.81116  -0.20
C4 1.86667 -3.08399 -1.72215  0.49
O2 0.78768 -3.01956 -2.19383  -0.36
F2 2.89198 -3.54785 -2.34921  -0.16
H1 6.17592 -0.80159 0.10463  0.38
H2 6.43810 -0.92672 -1.60102  0.29
H3 7.30492 -2.00508 -0.47999  0.40
H4 5.59755 -3.20172 -1.43794  0.25
H5 5.10680 -2.32294 1.25109  0.48
H6 5.51243 -3.89861 0.65344  0.53
H7 2.79728 -3.40957 1.79760  0.32
C5 -2.91978 -2.62009 2.53620  -0.61
O3 -1.59434 -2.10849 2.60383  -0.44
C6 -1.09883 -1.67676 1.35114  0.02
C7 -1.16960 -0.16757 1.21069  -0.51
O4 -2.50782 0.28051 1.16868  -0.32
C8 -2.95811 0.81862 2.40438  -0.58
H8 -3.29724 -2.69888 3.55334  0.26
H9 -3.57860 -1.96165 1.96759  0.21
H10 -2.91810 -3.61669 2.08289  0.34
H11 -1.63365 -2.16700 0.53158  0.30
H12 -0.04921 -1.98641 1.30203  -0.03
H13 -0.70558 0.12055 0.25954  0.28
H14 -0.61755 0.32556 2.01683  0.36
H15 -2.52921 1.81393 2.55705  0.33
H16 -2.70083 0.17542 3.24809  0.35
H17 -4.04177 0.90772 2.35403  0.04
C9 -8.90120 -1.22144 1.74937  -0.77
O5 -7.58632 -0.69803 1.84340  -0.35
C10 -7.06719 -0.26731 0.59430  -0.49
C11 -7.15197 1.23805 0.44637  -0.46
O6 -8.49755 1.67881 0.37723  -0.39
C12 -8.97185 2.21709 1.60008  -0.72
H18 -9.30126 -1.29906 2.75890  0.26
H19 -9.55391 -0.57284 1.16172  0.34
H20 -8.88022 -2.22069 1.30167  0.31
H21 -7.58092 -0.76631 -0.23222  0.36
H22 -6.01377 -0.56734 0.56686  0.33
H23 -6.67223 1.52502 -0.49474  0.37
H24 -6.61996 1.73949 1.26078  0.31
H25 -8.55073 3.21463 1.76376  0.31
H26 -8.72678 1.57404 2.44828  0.32
H27 -10.05463 2.30287 1.52812  0.26
C13 4.82327 1.42915 -1.91360  -0.80
O7 6.17027 1.86603 -1.88952  -0.36
C14 6.67745 2.17504 -3.18492  -0.44
C15 6.68363 3.66563 -3.44401  -0.61
O8 5.36636 4.18724 -3.50526  -0.37
C16 4.97088 4.84790 -2.31400  -0.70
H28 4.44758 1.44928 -0.89214  0.29
H29 4.19501 2.07575 -2.53012  0.37
H30 4.77026 0.40434 -2.29083  0.31
H31 6.10351 1.65465 -3.95747  0.34
H32 7.70738 1.80706 -3.22293  0.38
H33 7.14806 3.84817 -4.41740  0.39
H34 7.27435 4.18702 -2.68574  0.34
H35 5.45897 5.82461 -2.24243  0.33
H36 5.20576 4.25763 -1.42501  0.29
H37 3.89363 4.99885 -2.35939  0.25

Largest force on an atom (eV/A): 2.62
Kohn-Sham gap (eV): 5.7
Net charge: +1
M (u): 455.541